DFT (ωB97M-V with the def2-TZVPD basis set) results for one molecule with the formula C21H23N3O2S in a non-equilibrium geometry.

For the LUMO energy, the calculation gives 0.3 eV. For the calculated total energy, the calculation gives -41551.8398 eV. As for the largest force on an atom: 1.19 eV Å⁻¹. The frontier orbital gap comes out at 8.18 eV. As for the energy above the lowest of the compared OMol25 structures with the same formula, charge and spin: 0.805 eV. Its SMILES is CCOc1ccc(NC(=O)CSc2nc(C)c3c(c2C#N)CCCC3)cc1. The HOMO energy comes out at -0.2911 hartree.

Last column: Löwdin charge in e.
Geometry (Å):
1 C -5.46 -2.40 -0.57  -0.065
2 C -5.94 -1.33 0.41  -0.251
3 O -4.95 -0.97 1.35  -0.057
4 C -3.92 -0.16 0.98  -0.274
5 C -2.95 0.07 1.96  -0.003
6 C -1.87 0.89 1.71  -0.018
7 C -1.73 1.50 0.46  -0.228
8 C -2.69 1.29 -0.51  -0.007
9 C -3.77 0.46 -0.26  -0.015
10 H -4.50 0.32 -1.04  0.106
11 H -2.59 1.76 -1.47  0.104
12 N -0.60 2.31 0.25  0.105
13 C -0.08 2.72 -0.93  -0.568
14 O -0.65 2.69 -2.00  0.049
15 C 1.29 3.38 -0.80  -0.346
16 H 1.77 3.38 -1.78  0.090
17 H 1.18 4.40 -0.45  0.088
18 S 2.40 2.57 0.40  0.997
19 C 2.18 0.90 -0.10  -0.513
20 N 1.30 0.69 -1.05  0.102
21 C 1.02 -0.55 -1.44  -0.230
22 C 1.66 -1.66 -0.89  -0.098
23 C 2.60 -1.46 0.12  -0.094
24 C 2.87 -0.14 0.53  -0.182
25 C 3.79 0.13 1.56  -0.232
26 N 4.54 0.35 2.40  0.187
27 C 3.33 -2.59 0.78  -0.132
28 C 2.62 -3.93 0.56  -0.189
29 C 2.32 -4.10 -0.92  -0.191
30 C 1.30 -3.04 -1.36  -0.144
31 H 1.22 -3.04 -2.45  0.116
32 H 0.32 -3.30 -0.97  0.130
33 H 1.92 -5.09 -1.12  0.112
34 H 3.24 -3.98 -1.50  0.120
35 H 3.26 -4.74 0.92  0.113
36 H 1.69 -3.95 1.13  0.122
37 H 3.44 -2.38 1.85  0.120
38 H 4.33 -2.64 0.36  0.138
39 C -0.02 -0.65 -2.50  -0.002
40 H 0.39 -1.09 -3.41  0.088
41 H -0.41 0.34 -2.72  0.071
42 H -0.84 -1.29 -2.16  0.089
43 H 0.00 2.40 1.06  0.103
44 H -1.13 1.05 2.48  0.114
45 H -3.07 -0.41 2.92  0.118
46 H -6.30 -0.45 -0.13  0.116
47 H -6.76 -1.73 1.02  0.122
48 H -4.63 -2.04 -1.17  0.064
49 H -5.13 -3.28 -0.02  0.078
50 H -6.27 -2.68 -1.23  0.076